(1)
{
  "formula": "C3H2N2O3",
  "method": "ωB97M-V with the def2-TZVPD basis set",
  "symbols": ["O", "N", "O", "C", "C", "C", "O", "N", "H", "H"],
  "coordinates": [[2.676, 0.648, -0.149], [1.828, -0.309, 0.038], [2.242, -1.437, 0.194], [0.384, -0.192, -0.026], [-0.543, 0.814, 0.026], [-1.815, 0.148, 0.192], [-1.568, -1.059, -0.091], [-0.230, -1.407, -0.221], [-0.276, 1.987, -0.052], [-2.698, 0.807, 0.087]],
  "atomic_forces_ev_per_a": [[-3.9, -1.7, 0.6], [4.4, 1.3, -1.1], [-0.7, 0.2, 0.3], [-1.1, -2.8, -1.1], [-0.8, 3.9, 1.4], [4.2, 5.9, -2.0], [-0.8, -4.4, -0.3], [-0.2, 2.5, 1.2], [-0.9, -3.1, 0.6], [-0.2, -1.8, 0.4]],
  "orbital_gap_ev": 9.493,
  "smiles": "O=[N+]([O-])c1ccon1",
  "energy_ha": -450.5231,
  "e_lumo_ev": -1.1
}


(2)
{
  "formula": "C3H2N2O3",
  "method": "ωB97M-V with the def2-TZVPD basis set",
  "symbols": ["C", "C", "C", "H", "H", "N", "N", "O", "O", "O"],
  "coordinates": [[-0.205, 0.095, 0.533], [-1.070, -0.677, -0.225], [0.990, 0.627, -0.213], [-0.319, 1.824, 1.635], [-2.139, -0.646, 0.047], [1.002, -1.513, -1.330], [1.643, -0.672, -0.880], [-0.606, 0.573, 1.817], [-0.738, -1.417, -1.286], [1.441, 1.806, -0.098]],
  "atomic_forces_ev_per_a": [[0.6, 0.5, -0.6], [0.4, -0.2, -0.3], [-0.5, 2.7, 3.7], [-1.3, -5.5, 1.2], [0.4, -0.4, 0.0], [-0.3, -2.0, -1.2], [-0.7, 3.3, 0.5], [2.0, 5.6, -3.5], [0.4, 1.6, 1.7], [-1.1, -5.6, -1.3]],
  "orbital_gap_ev": 8.197,
  "energy_ha": -450.5478,
  "e_lumo_ev": -1.1
}


(3)
{
  "formula": "C3H2N2O3",
  "method": "ωB97M-V with the def2-TZVPD basis set",
  "symbols": ["C", "C", "C", "H", "H", "N", "N", "O", "O", "O"],
  "coordinates": [[0.945, -0.633, 0.079], [-1.359, -0.738, 0.041], [-0.605, 1.306, -0.083], [2.755, -0.286, 0.651], [-0.491, 2.348, -0.629], [-0.152, -1.260, -0.338], [-1.672, 0.688, -0.348], [2.161, -0.928, -0.219], [-2.353, -1.317, 0.339], [0.771, 0.820, 0.507]],
  "atomic_forces_ev_per_a": [[-5.7, 3.1, -2.0], [-3.1, 1.2, -1.6], [1.3, 2.7, -2.0], [-2.3, -2.8, -4.1], [0.4, -1.8, 2.1], [4.2, 0.3, 2.1], [4.1, -1.0, 1.5], [3.2, 2.4, 4.8], [0.3, -1.6, 1.0], [-2.4, -2.6, -1.7]],
  "orbital_gap_ev": 9.658,
  "energy_ha": -450.6328,
  "e_lumo_ev": -0.7
}


(4)
{
  "formula": "C3H2N2O4",
  "method": "ωB97M-V with the def2-TZVPD basis set",
  "symbols": ["O", "C", "N", "C", "N", "O", "O", "C", "O", "H", "H"],
  "coordinates": [[2.770, -1.049, -0.013], [1.664, -0.486, -0.079], [0.419, -1.136, 0.094], [-0.697, -0.257, 0.356], [-1.976, -0.596, -0.045], [-2.945, 0.415, -0.260], [-0.027, 1.095, 0.431], [1.297, 0.965, 0.002], [2.081, 1.784, -0.219], [0.057, -2.057, -0.430], [-2.642, 1.320, 0.161]],
  "atomic_forces_ev_per_a": [[-3.3, 2.1, -1.0], [0.9, -3.6, 1.8], [-3.0, -2.3, -1.2], [-0.9, 0.7, -3.8], [4.6, 2.3, 1.7], [1.9, 1.6, 1.8], [-1.4, -1.8, -0.3], [-0.8, -2.0, 0.7], [0.8, 2.9, -0.3], [1.7, 2.5, 1.8], [-0.5, -2.5, -1.2]],
  "orbital_gap_ev": 8.872,
  "smiles": "O=C1N/C(=N/O)OC1=O",
  "energy_ha": -525.8743,
  "e_lumo_ev": -1.1
}